No. 1
13
Properties=species:S:1:pos:R:3 method="wB97M-V/def2-TZVPD" homo_energy_ev=-9.9655 smiles="C[C@@H](Cl)[C@@H](C#N)N=O" multiplicity=1
C -0.60735 0.50972 -0.51006
C -0.24508 -0.30307 0.69468
Cl -1.20657 -1.80581 0.79276
C 1.24171 -0.74839 0.69413
C 1.75575 -1.67960 -0.46149
N 2.31468 -2.46815 -1.06556
N 2.05480 0.41460 0.84723
O 3.20347 0.45535 0.53788
H -0.17772 -0.01130 -1.36371
H -0.23968 1.48938 -0.45650
H -1.72642 0.54530 -0.43582
H -0.40980 0.18040 1.58180
H 1.40165 -1.42922 1.56640

=====

No. 2
13
Properties=species:S:1:pos:R:3 method="wB97M-V/def2-TZVPD" homo_energy_ev=-9.3261 multiplicity=1
C 1.94299 -0.03342 -1.34624
C 0.37646 0.66154 0.86951
C -1.26202 -0.83174 0.29372
C -1.01806 0.71247 0.19074
N 1.90649 0.03672 -2.47126
N 1.74285 -0.32723 -0.11673
O 0.87243 1.19305 1.80400
Cl -1.23730 1.20157 -1.48638
H -0.85304 -1.26876 -0.54144
H -0.88175 -1.25613 1.25671
H -2.40051 -0.88765 0.16765
H -1.74169 1.16308 0.86603
H 2.55314 -0.36351 0.51368

=====

No. 3
17
Properties=species:S:1:pos:R:3 method="wB97M-V/def2-TZVPD" homo_energy_ev="-10.3138 / -10.3782" multiplicity=1
C 1.24285 0.50765 -0.56665
C 2.02494 1.05159 0.63156
C 0.86859 -0.86474 -0.55588
C -1.64964 0.01099 -0.12778
N -1.28299 0.14953 1.25637
N -1.89342 -1.21346 -0.84819
O -1.50870 -0.70861 2.05238
O -1.90879 -2.25057 -0.22143
O 0.77636 1.21664 -1.42024
O -0.79141 1.16313 1.52638
O -2.34042 -1.18447 -1.98787
Cl -1.68497 1.35839 -1.05029
H 2.32372 0.15788 1.31639
H 1.52449 1.79525 1.11170
H 2.88236 1.50708 -0.00525
H 0.82315 -1.42234 0.36645
H 0.59386 -1.27393 -1.47765

=====

No. 4
14
Properties=species:S:1:pos:R:3 method="wB97M-V/def2-TZVPD" homo_energy_ev=-9.6508 smiles="C=C(C)C(=O)Cl.N#[N+][S-]" multiplicity=1
C 0.79670 0.21528 1.23078
C 0.64658 -0.41357 0.08655
C 1.26254 0.00337 -1.24059
C -0.21681 -1.54307 -0.16108
O -0.16180 -2.35576 -1.02174
Cl -1.59814 -1.74314 1.04228
H 0.31098 -0.03833 2.09715
H 1.42180 1.19891 1.30975
H 2.09021 -0.53975 -1.38372
H 1.63848 0.92623 -1.02303
H 0.56811 -0.16285 -2.00650
N -1.06507 1.68459 0.69846
N -2.15190 1.53179 0.42446
S -3.54169 1.23629 -0.05276

=====

No. 5
13
Properties=species:S:1:pos:R:3 method="wB97M-V/def2-TZVPD" homo_energy_ev=-8.2821 multiplicity=1
N 0.39812 -1.46296 -0.63414
S -0.85530 -1.60633 0.52980
C -1.94307 -0.22430 0.30174
C -1.37685 0.99013 0.02293
C 0.02724 1.30552 0.10974
C 1.14226 0.68761 0.34833
N 2.18325 0.29146 0.82700
Cl 3.51252 -0.22589 -0.15289
H 0.25803 -2.15290 -1.24486
H 1.37160 -1.36414 -0.25705
H -3.04340 -0.33738 0.40424
H -2.00332 1.77755 -0.11623
H 0.32891 2.32163 -0.13862

=====

No. 6
13
Properties=species:S:1:pos:R:3 method="wB97M-V/def2-TZVPD" homo_energy_ev=-7.7352 smiles="Cn1cc(Cl)[nH]c1=S" multiplicity=1
C 0.86395 -0.50648 -0.60206
N -0.24340 0.37577 -0.27689
C -1.49262 0.09596 0.19748
C -2.02347 1.30085 0.57920
Cl -3.58054 1.65188 1.15034
N -1.12113 2.32953 0.29352
C 0.12981 1.65244 -0.14352
S 1.56921 2.23619 -0.58846
H 1.21455 -0.53419 -1.61895
H 1.67114 -0.10768 -0.00361
H 0.63452 -1.46778 -0.15958
H -1.82531 -0.96827 0.02498
H -1.33767 3.26007 0.41081

=====

No. 7
11
Properties=species:S:1:pos:R:3 method="wB97M-V/def2-TZVPD" homo_energy_ev=-10.2234 smiles=C#C[C@@H](O)CCl multiplicity=1
C 2.03326 0.67813 -1.26151
C 0.99737 0.29403 -0.77493
C -0.33758 -0.15980 -0.26212
O -0.57745 -1.41690 -0.81152
C -0.46554 0.02875 1.27596
Cl -2.08640 0.17423 1.82428
H 2.85204 1.06770 -1.74085
H -0.91968 0.64312 -0.69141
H -1.52425 -1.47659 -0.93323
H 0.07781 0.91365 1.46394
H -0.04959 -0.74633 1.91139

=====

No. 8
11
Properties=species:S:1:pos:R:3 method="wB97M-V/def2-TZVPD" homo_energy_ev=-9.7787 smiles="C/C(Cl)=C/C=O" multiplicity=1
C -0.66192 -0.97434 -1.71622
C -0.30005 -0.31438 -0.49131
Cl -1.54285 -0.58205 0.61936
C 0.91456 0.20040 -0.45475
C 1.39488 0.75248 0.84008
O 2.20154 1.83493 0.72674
H 0.19310 -0.92104 -2.39237
H -0.62946 -2.00438 -1.41050
H -1.73607 -0.61945 -2.22389
H 1.61861 0.47715 -1.34872
H 1.08509 0.29820 1.96566

=====

No. 9
11
Properties=species:S:1:pos:R:3 method="wB97M-V/def2-TZVPD" homo_energy_ev=-8.8498 smiles="S=CC/C=C/Cl" multiplicity=1
S 2.88826 -1.05336 -0.05798
C 1.68360 -0.05042 -0.55173
C 0.55305 0.50828 0.34304
C -0.78457 0.24215 -0.22626
C -1.68304 -0.50754 0.39406
Cl -3.20110 -0.82759 -0.23268
H 1.53948 0.28518 -1.58562
H 0.76225 1.58912 0.38796
H 0.73859 0.15371 1.37880
H -1.00953 0.64568 -1.22061
H -1.48700 -0.98520 1.37101

=====

No. 10
28
Properties=species:S:1:pos:R:3 method="wB97M-V/def2-TZVPD" homo_energy_ev="-17.8669 / -17.8897" charge=+2 s_squared=6.058 multiplicity=5
Cr 1.85567 -0.20555 0.94942
Mg -1.75503 -0.37442 0.44918
O 0.08251 -0.99070 0.42894
H -0.16164 -1.67908 -0.21995
O 2.91661 -1.25104 -0.27766
H 3.64422 -1.77423 -0.66677
C -0.56929 0.37572 4.68116
F -1.18400 1.30850 5.46849
F 0.64029 0.13995 5.17398
F -1.18254 -0.81045 4.51848
S -0.45736 1.14194 2.94290
O -1.50037 0.53549 2.13413
O -0.67205 2.57671 3.04536
O 0.86111 0.74375 2.39969
C 0.29229 1.74748 -2.75087
F 1.35761 2.32996 -3.32047
F -0.73407 2.19930 -3.35450
F 0.34555 0.41370 -2.95879
S 0.15641 2.01380 -0.80880
O 1.27785 1.31648 -0.15497
O 0.15038 3.45304 -0.49105
O -1.07432 1.34236 -0.35965
C -0.39000 -2.61398 -3.17619
C -1.31578 -2.06334 -2.17992
N -1.98419 -1.66453 -1.30194
H -0.64880 -2.10863 -4.10665
H -0.58128 -3.68633 -3.21601
H 0.63022 -2.41591 -2.84753